Formula: C7H17NO3Si
Source: the Open Molecules 2025 dataset
Level of theory: ωB97M-V with the def2-TZVPD basis set

Computed properties:
2S+1: 3
gap between HOMO and LUMO (alpha / beta): 4.086 / 6.667 eV
energy relative to the best compared isomer or geometry (same formula, charge and spin): 0.000 eV
⟨S²⟩: 2.008

The geometry in XYZ format:
```
29
Properties=species:S:1:pos:R:3:forces:R:3:mulliken_charge:R:1
C -1.1024 -1.2928 1.4454 -5.8 -5.0 2.0 0.37
C -2.4113 -2.0592 1.4575 0.5 1.6 -2.1 -1.43
C -0.7281 3.1387 -2.3557 -2.2 1.4 1.7 -1.16
C 1.5555 -2.7947 -0.0559 -0.6 0.5 1.3 -0.95
C -0.5798 2.5435 -0.9138 0.2 0.7 0.9 -0.42
C 0.2689 1.2255 -0.9215 -5.1 -0.5 0.4 -1.02
C 0.0620 0.4546 0.3518 0.9 1.0 2.0 0.04
N -1.1237 -0.2430 0.6844 1.8 6.6 -5.2 0.06
O -0.0931 -1.6617 2.0650 5.3 -0.7 1.6 -0.66
O 2.5468 -0.5286 2.0386 2.1 -0.4 -3.0 -0.54
O 2.8828 -0.5229 -0.5108 -0.6 -3.4 -0.8 -0.56
Si 1.8762 -1.0685 0.6329 -2.3 -0.3 1.1 0.95
H -2.8657 -2.1518 0.3886 0.7 -0.1 1.2 0.28
H -2.2956 -2.9917 1.8922 0.5 -2.1 0.6 0.41
H -3.1791 -1.6125 2.0391 -1.1 0.8 0.6 0.34
H -0.9051 4.2617 -2.1929 0.3 -1.5 -0.7 0.32
H 0.1831 2.9714 -2.8710 0.7 0.0 -0.8 0.36
H -1.6406 2.7557 -2.9311 1.5 0.2 0.8 0.28
H 2.3684 -2.8555 -0.7495 -0.3 0.0 -1.5 0.36
H 1.9125 -3.5416 0.6513 -0.7 -0.1 0.6 0.31
H 0.4579 -2.9378 -0.3363 1.8 0.0 0.0 0.26
H -0.0880 3.2846 -0.1673 -0.5 -1.0 -1.5 0.31
H -1.5703 2.4031 -0.4159 0.5 -0.2 -0.6 0.34
H 1.2408 1.4699 -1.0539 3.1 0.7 -0.4 0.48
H -0.0904 0.6371 -1.7526 0.1 -0.3 -0.5 0.31
H 0.3213 1.2881 1.1513 0.2 -2.0 -0.4 0.07
H -1.9794 -0.0047 0.2057 0.1 -0.2 -0.4 0.30
H 1.9190 -0.5203 2.6927 -2.5 -0.1 2.9 0.33
H 3.0572 0.3534 -0.4683 1.3 4.3 0.1 0.27
```
Positions in Å, forces in eV/Å.

***

Formula: C46H92N6O13SSi
Source: the Open Molecules 2025 dataset
Level of theory: ωB97M-V with the def2-TZVPD basis set

Computed properties:
gap between HOMO and LUMO: 9.202 eV
structure (SMILES): COCCCCCCCC[C@@H]1[C@@H](OC[C@H](C)O)[C@@H](Cc2ccccc2)S(=O)(=O)O[C@H]1CCO[Si](C)(C)C.CN(C)C=O.CN(C)C=O.CN(C)C=O.CN(C)C=O.CN(C)C=O.CN(C)C=O

The geometry in XYZ format:
```
159
Properties=species:S:1:pos:R:3:forces:R:3:mulliken_charge:R:1
C 6.4548 3.8911 -1.1324 0.4 -0.2 0.1 -0.66
O 7.4236 3.0217 -0.5786 -0.2 -0.1 0.1 -0.48
C 6.9497 1.6794 -0.6246 0.6 -0.2 -0.5 -0.16
C 7.5341 0.8934 -1.8128 -0.5 0.5 0.3 -0.78
C 6.5610 -0.1724 -2.2994 0.6 -0.7 -0.4 -0.85
C 6.5363 -1.4439 -1.4187 -0.2 1.0 0.2 -0.93
C 5.3175 -1.4748 -0.4932 0.1 -0.2 -0.2 0.31
C 4.1386 -2.2749 -1.0382 -0.2 0.5 0.2 -0.45
C 3.0774 -2.4502 0.0539 0.3 0.4 0.1 -1.40
C 2.2249 -1.1828 0.2323 0.1 0.0 -0.1 -1.66
C 0.8751 -1.1967 -0.4790 0.0 0.2 -0.3 2.16
C 0.1380 0.1462 -0.4135 -0.1 -0.6 0.1 -0.65
O -1.0215 0.0409 -1.2083 0.1 0.1 -0.1 0.00
C -0.8362 0.3878 -2.5766 -0.5 0.3 0.6 -0.70
C -0.8387 1.9114 -2.8026 0.6 -0.1 -0.8 1.29
C -1.9357 2.3489 -3.7543 -0.2 0.1 0.1 -1.52
O 0.4030 2.3219 -3.4212 -0.2 -0.1 0.1 -0.70
C -0.2178 0.4882 1.0335 -0.2 0.3 -0.2 -0.79
C -1.0332 1.7663 1.2536 -0.4 -0.3 0.2 -2.36
C -2.3504 1.9537 0.5314 -0.3 0.8 -0.6 0.84
C -2.6254 3.2467 0.0484 -0.4 -0.5 -0.1 -0.34
C -3.7896 3.5364 -0.6737 0.4 -0.5 0.5 -0.96
C -4.7181 2.5308 -0.9132 0.4 -0.3 0.2 -0.41
C -4.4658 1.2378 -0.4330 0.4 0.8 0.1 -0.98
C -3.2935 0.9605 0.2732 -0.4 0.1 -0.1 0.19
S -0.8551 -0.9522 1.8999 0.7 -0.1 1.2 1.42
O 0.2149 -1.5385 2.6641 0.3 0.1 -0.3 -0.69
O -2.0224 -0.6255 2.6529 -0.5 -0.1 -0.6 -0.68
O -1.2008 -1.9382 0.7321 -0.4 0.2 0.0 -0.59
C -0.0531 -2.3502 -0.0716 0.5 -0.4 0.0 -0.36
C -0.6546 -3.1266 -1.2214 -0.3 -0.2 0.3 -1.24
C 0.3490 -3.7232 -2.2058 -0.5 0.1 0.2 0.05
O -0.0908 -3.4284 -3.5219 0.7 0.1 0.1 -0.33
Si 0.9996 -3.5158 -4.7812 -0.3 0.0 -1.1 0.62
C 1.1708 -5.2930 -5.3850 -0.1 0.5 0.2 -1.20
C 0.2159 -2.5143 -6.1716 0.0 0.0 0.9 -1.17
C 2.6548 -2.7348 -4.3874 -0.6 -0.3 0.3 -1.01
H 6.1733 3.5731 -2.1388 -0.1 0.0 -0.1 0.30
H 6.8872 4.8829 -1.2010 0.0 0.2 0.1 0.27
H 5.5710 3.8953 -0.4924 -0.2 0.2 0.0 0.22
H 7.2200 1.1705 0.2963 -0.1 0.1 0.3 0.23
H 5.8688 1.6820 -0.7468 -0.3 0.0 0.3 0.28
H 7.7631 1.6033 -2.6053 -0.1 0.1 -0.2 0.36
H 8.4800 0.4455 -1.5226 0.2 -0.1 0.0 0.31
H 5.5540 0.2338 -2.3838 -0.1 0.1 -0.1 0.43
H 6.8713 -0.4705 -3.3002 -0.1 0.1 -0.2 0.37
H 6.5932 -2.3146 -2.0638 0.0 -0.3 0.1 0.43
H 7.4178 -1.4003 -0.7844 0.3 -0.3 0.0 0.45
H 5.0007 -0.4416 -0.3562 -0.1 0.1 0.2 0.01
H 5.5807 -1.8238 0.5007 0.1 -0.2 -0.1 -0.15
H 4.4771 -3.2293 -1.4329 0.0 -0.2 -0.1 0.66
H 3.7097 -1.6830 -1.8517 -0.1 -0.3 -0.3 -0.21
H 3.6236 -2.5838 0.9853 0.0 -0.3 0.2 0.62
H 2.4782 -3.3458 -0.0872 -0.1 -0.1 -0.1 0.62
H 2.1212 -0.9569 1.2879 -0.2 -0.1 0.1 0.19
H 2.7891 -0.3577 -0.2048 0.1 0.2 0.1 0.50
H 1.0955 -1.3341 -1.5391 0.0 -0.1 -0.1 -0.54
H 0.7896 0.9441 -0.7797 0.1 0.2 0.0 0.63
H -1.6873 -0.0526 -3.0809 -0.1 -0.2 -0.2 0.46
H 0.0770 -0.0557 -2.9787 0.1 -0.1 -0.1 0.08
H -0.9367 2.4156 -1.8445 -0.1 0.0 0.2 0.02
H -2.2942 1.5307 -4.3706 0.0 -0.1 -0.2 0.41
H -2.7941 2.7416 -3.2169 -0.1 0.0 0.1 0.17
H -1.5662 3.1313 -4.4067 0.1 0.2 -0.1 0.45
H 1.1127 1.8701 -2.9600 0.2 0.1 0.0 0.34
H 0.7283 0.6411 1.5427 0.2 0.0 0.1 1.05
H -0.3929 2.6090 1.0078 0.2 0.1 -0.1 0.54
H -1.2153 1.8478 2.3242 0.0 0.0 0.2 0.73
H -1.9109 4.0423 0.2084 0.1 0.0 0.1 0.43
H -3.9263 4.5404 -1.0403 -0.2 0.1 -0.1 0.38
H -5.6070 2.7486 -1.4858 -0.1 0.0 0.0 0.40
H -5.1845 0.4568 -0.6188 0.0 -0.2 0.0 0.66
H -3.1299 -0.0537 0.5909 0.1 -0.1 0.1 0.30
H 0.5279 -3.0258 0.5506 0.0 -0.1 0.2 0.89
H -1.3553 -2.4812 -1.7409 0.0 0.1 -0.2 0.19
H -1.2337 -3.9320 -0.7754 -0.2 -0.1 0.0 0.48
H 1.3471 -3.3281 -2.0034 0.1 0.0 -0.2 -0.24
H 0.3938 -4.8032 -2.0658 0.1 -0.2 0.0 0.47
H 1.1578 -5.2694 -6.4705 0.2 -0.1 -0.2 0.34
H 2.0719 -5.7954 -5.0496 0.0 -0.2 0.1 0.31
H 0.2824 -5.8430 -5.0843 0.0 -0.2 0.1 0.32
H -0.8362 -2.3644 -5.9388 -0.2 -0.1 -0.2 0.30
H 0.6538 -1.5188 -6.1704 0.1 0.1 -0.2 0.30
H 0.3256 -2.9823 -7.1415 0.0 0.0 -0.2 0.38
H 3.1733 -2.5412 -5.3205 0.2 -0.1 -0.1 0.60
H 3.2518 -3.3640 -3.7331 0.3 0.1 0.0 0.22
H 2.4760 -1.7734 -3.9088 0.1 0.1 0.1 0.15
C 4.9610 6.9988 2.3729 -0.2 0.1 -0.2 -0.94
N 3.6966 6.4010 1.9882 0.0 0.1 0.0 0.15
C 2.7347 7.1925 1.2387 0.0 -0.1 0.0 -0.95
C 3.3781 5.1331 2.2997 0.1 -0.3 0.1 0.18
O 2.3401 4.5760 1.9950 -0.1 0.1 -0.1 -0.66
H 4.7904 7.8700 3.0079 0.1 0.0 0.0 0.35
H 5.5042 7.3130 1.4796 0.1 0.0 0.1 0.34
H 5.5657 6.2789 2.9195 0.0 0.0 0.0 0.31
H 1.7993 7.2707 1.7932 0.0 0.0 0.0 0.28
H 2.5217 6.7172 0.2807 0.0 0.0 0.0 0.29
H 3.1393 8.1866 1.0681 0.0 0.0 0.0 0.39
H 4.1647 4.6147 2.8745 0.0 0.1 0.0 0.28
C -1.2237 -1.4421 5.8812 0.0 0.3 0.2 -0.95
N -0.5988 -0.9040 7.0776 -0.1 0.0 -0.2 0.21
C -0.7045 0.5209 7.3423 0.1 -0.1 0.2 -0.97
C 0.0762 -1.6740 7.9468 0.1 -0.1 0.1 0.12
O 0.6218 -1.2696 8.9571 0.0 0.0 0.0 -0.61
H -0.8067 -0.9684 4.9953 0.0 -0.1 -0.1 0.38
H -2.2993 -1.2534 5.9069 0.0 -0.1 -0.1 0.30
H -1.0550 -2.5147 5.8173 0.0 0.0 0.0 0.31
H 0.2870 0.9706 7.3950 0.0 0.1 0.0 0.34
H -1.2023 0.6855 8.2989 0.0 0.1 0.0 0.33
H -1.2753 0.9952 6.5483 0.0 0.0 0.0 0.26
H 0.0967 -2.7380 7.6525 0.0 0.0 0.0 0.28
C -4.9173 2.3725 7.3305 0.0 0.1 0.2 -0.93
N -3.9099 3.1493 8.0239 -0.1 -0.1 0.0 0.12
C -4.1444 3.5559 9.3995 0.1 0.0 -0.1 -0.96
C -2.7533 3.5104 7.4367 0.1 0.0 -0.1 0.04
O -1.8751 4.1563 7.9718 0.0 0.0 0.1 -0.62
H -5.8557 2.9283 7.2786 0.0 0.0 0.0 0.36
H -5.0950 1.4301 7.8528 0.0 0.0 -0.1 0.33
H -4.5842 2.1537 6.3180 0.0 0.0 0.0 0.30
H -4.1216 4.6430 9.4791 0.0 0.0 0.0 0.29
H -3.3661 3.1533 10.0483 0.0 0.0 0.0 0.29
H -5.1141 3.1883 9.7247 0.0 0.0 0.0 0.39
H -2.6693 3.1542 6.3945 0.0 0.0 0.0 0.37
C -7.9920 -0.2782 -3.8488 0.3 -0.1 0.1 -0.82
N -6.6256 0.0730 -4.1874 -0.2 -0.1 0.1 0.35
C -5.5335 -0.5599 -3.4663 0.0 0.2 -0.2 -0.78
C -6.3217 0.9658 -5.1471 0.0 0.1 -0.1 -0.03
O -5.1893 1.2841 -5.4574 0.0 0.0 0.0 -0.54
H -8.1824 -0.0370 -2.8005 -0.1 0.0 0.0 0.30
H -8.1499 -1.3472 -4.0004 -0.2 0.0 0.0 0.21
H -8.6934 0.2715 -4.4715 0.0 0.0 -0.1 0.31
H -4.9323 0.2024 -2.9712 0.1 -0.1 0.0 -0.07
H -4.8945 -1.0969 -4.1694 0.1 0.0 0.1 0.37
H -5.9275 -1.2532 -2.7270 -0.1 0.0 0.0 0.47
H -7.2120 1.3928 -5.6393 0.0 0.0 0.0 0.27
C 5.3396 -1.9522 5.6351 -0.1 0.1 -0.1 -0.94
N 5.5433 -1.3373 4.3369 -0.1 0.0 0.2 0.17
C 4.7554 -0.1693 3.9744 0.1 -0.1 -0.1 -0.59
C 6.4342 -1.8085 3.4499 0.0 0.0 -0.1 0.06
O 6.6304 -1.3212 2.3497 0.1 0.0 0.1 -0.56
H 4.3066 -2.2897 5.7350 0.0 0.0 0.1 0.34
H 5.5538 -1.2360 6.4300 0.0 0.0 0.1 0.34
H 6.0013 -2.8083 5.7466 0.0 0.0 0.0 0.29
H 4.1711 -0.3747 3.0764 0.0 0.0 0.0 -0.10
H 5.4119 0.6760 3.7656 0.0 0.0 0.0 0.32
H 4.0854 0.0831 4.7918 0.0 0.0 0.0 0.39
H 6.9784 -2.6983 3.8072 0.0 0.0 0.0 0.31
C -7.5989 -6.2760 -6.0684 0.1 0.2 0.0 -0.92
N -8.0202 -4.9014 -5.8892 0.1 -0.2 0.0 0.15
C -7.0241 -3.8697 -5.6602 -0.2 0.0 0.0 -0.87
C -9.3138 -4.5303 -5.9241 -0.1 0.0 0.0 0.11
O -9.7035 -3.3891 -5.7686 0.0 0.0 0.0 -0.56
H -7.0643 -6.6269 -5.1835 0.0 -0.1 0.0 0.33
H -6.9395 -6.3604 -6.9343 0.0 -0.1 0.0 0.32
H -8.4677 -6.9110 -6.2271 0.0 0.0 0.0 0.30
H -7.2215 -3.3828 -4.7045 0.1 0.1 0.0 0.17
H -7.0871 -3.1171 -6.4469 0.1 0.1 0.1 0.30
H -6.0292 -4.3067 -5.6513 0.0 -0.1 0.0 0.40
H -10.0039 -5.3720 -6.1035 0.0 0.0 0.0 0.25
```
Positions in Å, forces in eV/Å.

***

Formula: C2H3IOS
Source: the Open Molecules 2025 dataset
Level of theory: ωB97M-V with the def2-TZVPD basis set

Computed properties:
gap between HOMO and LUMO: 8.291 eV
energy relative to the best compared isomer or geometry (same formula, charge and spin): 0.414 eV

The geometry in XYZ format:
```
8
Properties=species:S:1:pos:R:3:forces:R:3:mulliken_charge:R:1
C -0.1332 -2.4198 -0.3964 0.9 1.4 0.4 0.10
C 0.7889 0.9479 0.3027 0.3 -0.5 -1.7 -0.79
O -0.7313 -3.3182 -0.6576 -1.0 -1.4 -0.4 -0.12
S -0.5634 1.6918 -0.7037 0.8 -0.3 -0.5 -0.14
I -2.5317 0.6844 0.0218 -0.5 -0.4 0.3 0.04
H 0.6550 -0.0255 0.7370 -0.8 -0.5 -0.1 0.30
H 0.8401 1.6421 1.0902 1.1 0.8 0.9 0.35
H 1.6756 0.7972 -0.3940 -0.9 0.8 1.0 0.26
```
Positions in Å, forces in eV/Å.

***

Which formula does entry 3 have?
C2H3IOS